A molecular structure, C34H39BCsF5N12OSSi. Source: the OMol25 dataset; level of theory: the ωB97M-V functional and the def2-TZVPD basis.

For the energy relative to the best compared isomer or geometry (same formula, charge and spin), the calculation gives 0.0 kcal/mol. For the HOMO energy (alpha / beta), the calculation gives -4.70 / -4.70 eV. The LUMO energy (alpha / beta) is 2.01 / 0.70 eV. As for the multiplicity: 2. The value obtained for the calculated total energy is -3283.572030 Eh. Its total charge is -1.

Geometry (Å):
Cs  -0.205366  -1.203264  -0.915528
C  -3.163007  -3.630511  -0.364134
C  -1.942678  -4.292171  -0.606985
N  -1.080016  -4.100246  0.377810
N  -1.716464  -3.301667  1.267205
C  -2.969243  -3.016020  0.848136
B  -1.077642  -2.969118  2.623216
N  -1.420514  -1.499270  2.980184
C  -1.607744  -0.970155  4.209143
C  -2.009919  0.338050  4.053783
C  -2.039733  0.522205  2.663041
N  -1.681152  -0.578145  2.016805
N  0.433030  -3.244553  2.555201
C  1.042031  -4.400969  2.873048
C  2.340603  -4.348642  2.416933
C  2.434695  -3.092385  1.804689
N  1.280682  -2.436928  1.882880
N  -1.667291  -3.942657  3.674113
C  -2.410094  -5.043949  3.423960
C  -2.574419  -5.723318  4.609288
C  -1.873108  -4.945079  5.546264
N  -1.323679  -3.883233  4.978891
H  -4.035511  -3.589289  -0.992366
H  -1.657714  -4.886997  -1.461189
H  -3.622306  -2.392679  1.435596
H  -1.453738  -1.576136  5.085738
H  -2.256665  1.045163  4.827479
H  -2.308554  1.404434  2.105108
H  0.510813  -5.178607  3.395567
H  3.105110  -5.098973  2.519377
H  3.279114  -2.612637  1.329795
H  -2.757617  -5.266352  2.428871
H  -3.119401  -6.637309  4.770631
H  -1.744944  -5.111183  6.604935
N  1.958791  -3.356310  -1.911442
C  3.232972  -2.816080  -2.372086
C  3.042963  -1.609572  -3.278392
N  2.472439  -0.498384  -2.532553
H  2.067866  -3.968748  -1.112639
H  1.488243  -3.874833  -2.643630
H  3.857438  -3.555012  -2.892919
H  3.792168  -2.490091  -1.489621
H  2.359927  -1.869889  -4.093750
H  4.014463  -1.379418  -3.740235
H  2.309442  0.311410  -3.117444
H  3.084503  -0.227534  -1.767593
S  4.283002  -0.005771  0.594822
C  3.233445  0.883793  1.583131
N  2.130639  0.309787  2.136483
C  1.251747  0.949576  2.933883
C  1.404765  2.270184  3.225285
C  2.514969  2.931890  2.670608
C  3.407899  2.259926  1.883586
H  1.918923  -0.689572  1.969155
H  0.439877  0.342296  3.306813
H  0.686749  2.774476  3.853840
H  2.667223  3.986366  2.867030
H  4.264030  2.754926  1.449918
F  -2.340585  3.650857  -6.298910
C  -2.227933  2.560675  -5.508185
C  -3.146464  1.525340  -5.583519
F  -4.166497  1.623346  -6.457153
C  -3.034436  0.406120  -4.784628
F  -3.974475  -0.553640  -4.904897
C  -1.995372  0.231565  -3.828756
O  -1.877058  -0.758132  -3.046745
C  -1.082201  1.318743  -3.812347
F  -0.061272  1.243417  -2.924004
C  -1.187206  2.440505  -4.604373
F  -0.276151  3.429719  -4.503347
C  -1.510441  4.210246  1.391529
Si  -1.417786  3.582568  -0.376127
C  -2.519715  2.098764  -0.610514
C  -2.007430  4.915626  -1.563006
N  0.223201  3.043436  -0.573640
C  1.278111  3.477756  -1.237674
C  2.444737  2.655763  -1.262181
C  3.591430  3.037550  -1.916396
C  3.637708  4.265932  -2.578437
C  2.516564  5.100375  -2.582011
C  1.360705  4.724206  -1.940154
H  -2.528469  4.497322  1.665452
H  -0.863300  5.081555  1.521548
H  -1.171155  3.435000  2.080034
H  -3.531999  2.293633  -0.246514
H  -2.142527  1.221153  -0.087031
H  -2.591177  1.843614  -1.671167
H  -3.094554  5.014235  -1.497512
H  -1.765310  4.642962  -2.592976
H  -1.576066  5.897103  -1.353579
H  2.403750  1.704624  -0.747518
H  4.451096  2.378472  -1.900840
H  4.539851  4.572946  -3.092261
H  2.557545  6.048367  -3.104000
H  0.492840  5.367446  -1.957895

Atoms 1-3, force components in eV/Å:
0.120 0.055 0.352
0.046 -0.066 -0.067
-0.101 -0.007 0.016

Atomic partial charges in e from the Mulliken method, atoms 1 to 2: 0.855 -0.727

---

A molecular structure, C41H61N12O5ReSSi in a non-equilibrium geometry. Source: the OMol25 dataset; level of theory: the ωB97M-V functional and the def2-TZVPD basis.

For the energy relative to the best compared isomer or geometry (same formula, charge and spin), the calculation gives 32.4 kcal/mol. For the HOMO energy (alpha / beta), the calculation gives -13.95 / -13.95 eV. The LUMO energy (alpha / beta) is -10.24 / -9.81 eV. As for the multiplicity: 2. The value obtained for the calculated total energy is -3397.487803 Eh. Its total charge is +3.

Geometry (Å):
Re  0.367439  -0.068865  -0.860606
C  -4.421668  0.050037  2.263918
N  -3.340913  -0.260291  1.356854
C  -2.197377  0.383760  1.119141
N  -1.519935  -0.258201  0.166021
C  -2.328980  -1.309562  -0.137632
N  -3.422964  -1.320710  0.563120
C  -5.539311  0.782593  1.547530
C  -6.820911  0.244243  1.481906
C  -7.836486  0.908018  0.805019
C  -7.588141  2.107907  0.162780
C  -6.305699  2.655929  0.231635
C  -5.291584  1.996040  0.933081
C  -5.957882  3.879871  -0.440957
N  -6.685166  4.681998  -1.171130
N  -5.913910  5.634159  -1.630220
C  -4.702203  5.429998  -1.189244
O  -4.675236  4.316941  -0.419008
C  -3.483260  6.142494  -1.466920
C  -3.456573  7.241658  -2.326998
C  -2.246824  7.861057  -2.585698
C  -1.069362  7.370346  -2.035379
C  -1.088922  6.257842  -1.200476
C  0.193047  5.651638  -0.665170
N  0.296582  4.276767  -1.098606
C  0.086358  3.147349  -0.424701
N  0.227366  2.106623  -1.252717
C  0.525733  2.691661  -2.446928
N  0.566648  3.987897  -2.366373
C  -2.300958  5.664456  -0.896484
H  -4.023353  0.651457  3.083969
H  -4.800784  -0.900670  2.647010
H  -1.863669  1.262258  1.636572
H  -2.093550  -2.055035  -0.865851
H  -7.034804  -0.694222  1.969346
H  -8.822865  0.473726  0.776408
H  -8.362595  2.613957  -0.391236
H  -4.316771  2.457345  0.986695
H  -4.370871  7.587285  -2.781538
H  -2.210547  8.720939  -3.234145
H  -0.134760  7.861541  -2.258463
H  0.222589  5.678312  0.425968
H  1.052549  6.191709  -1.067979
H  -0.136199  3.081974  0.622265
H  0.714178  2.158518  -3.356051
H  -2.350585  4.822106  -0.222116
C  -2.214852  -1.508840  -5.854525
N  -2.000962  -0.873521  -4.567506
C  -1.931925  0.572394  -4.632157
C  -1.524104  -1.503844  -3.471915
O  -0.796142  -0.850453  -2.671591
N  -1.852480  -2.791582  -3.231791
C  -3.032748  -3.450660  -3.755909
C  -1.028583  -3.645840  -2.395989
H  -1.569398  -1.037917  -6.597453
H  -3.247796  -1.386959  -6.178326
H  -1.967764  -2.562206  -5.821630
H  -2.801815  0.940646  -5.171824
H  -1.035338  0.914002  -5.154306
H  -1.936238  0.985491  -3.626883
H  -3.725402  -2.727481  -4.172021
H  -3.534032  -3.970735  -2.937851
H  -2.780638  -4.193952  -4.512633
H  -0.200454  -3.080924  -1.967477
H  -0.622924  -4.459732  -2.998812
H  -1.623870  -4.095011  -1.597048
C  3.898470  0.888459  -0.567945
C  3.338000  0.412779  -1.850621
N  2.080410  0.033548  -2.078104
C  2.008792  -0.310723  -3.404191
C  3.226442  -0.142496  -3.978725
N  4.045073  0.313818  -2.987753
H  3.128150  1.387305  0.017155
H  4.728039  1.566020  -0.745685
H  4.262761  0.049957  0.029261
H  1.090292  -0.641232  -3.845593
H  3.543930  -0.310897  -4.987897
H  5.025052  0.526629  -3.100375
C  6.036080  -1.806471  3.242581
C  5.801237  -2.066169  1.764195
C  6.631682  -1.120286  0.903697
C  6.080926  -3.522345  1.419614
O  4.392616  -1.793134  1.436752
Si  3.105265  -1.960027  2.346197
S  1.405280  -1.132798  0.785994
O  2.365487  -3.312283  2.667784
C  1.896381  -4.555002  2.086010
C  0.372394  -4.491605  2.183370
C  2.470881  -5.678178  2.944182
C  2.354063  -4.667776  0.637354
O  2.997530  -0.817904  3.426061
C  2.196768  -0.526760  4.594158
C  2.633117  0.863444  5.048562
C  2.494431  -1.571552  5.660758
C  0.722789  -0.554705  4.204619
H  7.084662  -1.953391  3.482954
H  5.442028  -2.489569  3.846055
H  5.757285  -0.787734  3.496206
H  7.684645  -1.294857  1.103284
H  6.407600  -0.084130  1.147557
H  6.455481  -1.299262  -0.154688
H  7.130048  -3.740265  1.595388
H  5.862479  -3.723528  0.373615
H  5.482953  -4.179378  2.047069
H  0.074135  -4.413699  3.225269
H  -0.078309  -5.385802  1.766198
H  0.003184  -3.619797  1.642918
H  2.182460  -5.536832  3.983228
H  3.557719  -5.695790  2.879994
H  2.090762  -6.638665  2.607211
H  2.007177  -3.808262  0.065205
H  1.950796  -5.572557  0.192809
H  3.437461  -4.712443  0.577945
H  3.700288  0.869607  5.254385
H  2.107461  1.132552  5.959088
H  2.420351  1.606890  4.283745
H  3.546485  -1.544808  5.929398
H  2.250849  -2.564074  5.291401
H  1.907692  -1.372741  6.552197
H  0.533202  0.147087  3.395083
H  0.113631  -0.283774  5.060347
H  0.445732  -1.552127  3.875765

Atoms 1-3, force components in eV/Å:
-0.233 -1.127 1.805
-1.009 0.336 0.405
1.501 0.551 -0.236

Atomic partial charges in e from the Mulliken method, atoms 1 to 2: 2.235 -1.252

---

2 unconnected molecules or ions with the total composition C2H3FO2S in a non-equilibrium geometry. Source: the OMol25 dataset; level of theory: the ωB97M-V functional and the def2-TZVPD basis.

For the energy relative to the best compared isomer or geometry (same formula, charge and spin), the calculation gives 161.8 kcal/mol. For the HOMO energy (alpha / beta), the calculation gives -10.57 / -9.93 eV. The LUMO energy (alpha / beta) is -1.75 / -1.16 eV. The value obtained for the calculated total energy is -726.274256 Eh. Its total charge is 0.

Geometry (Å):
C  -0.172377  0.602616  0.590119
C  -0.565117  -0.854369  0.418210
O  1.299967  -0.563074  2.570711
O  -1.139874  -0.419023  3.005009
F  -1.855886  -1.129114  0.246388
S  -0.048090  -0.450745  2.020503
H  0.792408  1.015007  0.236773
H  -0.830222  1.553120  0.374778
H  0.914642  -2.000966  -0.677977

Atoms 1-3, force components in eV/Å:
-0.306 3.039 -0.787
0.908 -0.994 -1.553
-1.321 -0.449 -1.540

Atomic partial charges in e from the Mulliken method, atoms 1 to 2: -0.451 0.079